(1)
{"formula": "C18H29N7O5SV", "method": "ωB97M-V/def2-TZVPD", "spin_multiplicity": 3, "homo_ev": [-10.653, -10.666], "e_above_lowest_kj_mol": 52.9, "charge": 1, "s_squared": 2.018, "e_tot_ha": -2804.93020, "gap_ev": [8.06, 8.11], "elements": ["V", "C", "N", "C", "C", "O", "C", "O", "C", "C", "O", "N", "C", "C", "H", "H", "H", "H", "H", "H", "H", "H", "H", "H", "H", "H", "H", "H", "H", "H", "N", "C", "S", "N", "N", "C", "C", "C", "C", "C", "C", "C", "O", "H", "H", "H", "H", "H", "H", "H", "C", "N", "C", "N", "O", "H", "H", "H", "H", "H", "H"], "xyz": [[0.52471, -0.22462, -1.02591], [2.77992, 0.13405, 3.74291], [2.36153, -1.00741, 2.95594], [3.28537, -2.12938, 2.89251], [1.29678, -0.98897, 2.14317], [0.96230, -1.92318, 1.42188], [0.41760, 0.26518, 2.12955], [-0.43895, 0.21461, 0.99131], [-1.60667, -0.57021, 1.21383], [-1.64694, -1.69768, 0.20603], [-0.83609, -1.67276, -0.74560], [-2.53464, -2.66765, 0.31847], [-3.56102, -2.71164, 1.34601], [-2.57576, -3.75135, -0.65640], [3.26175, -0.22429, 4.65209], [1.92908, 0.73952, 4.05058], [3.49608, 0.75751, 3.20002], [3.48959, -2.49482, 3.89885], [4.21884, -1.81221, 2.42392], [2.83823, -2.91726, 2.29656], [0.98565, 1.18659, 2.05314], [-0.18365, 0.33784, 3.04117], [-2.48124, 0.06338, 1.05936], [-1.60197, -0.96241, 2.23107], [-3.52617, -1.83068, 1.97890], [-3.42630, -3.60144, 1.96145], [-4.54085, -2.75296, 0.86931], [-1.65637, -3.75577, -1.23094], [-3.43268, -3.62140, -1.31940], [-2.67999, -4.69524, -0.12323], [4.22607, -2.42280, -1.22579], [3.26207, -1.48124, -1.13307], [1.94693, -1.61399, -2.28790], [3.38882, -0.56055, -0.21697], [2.32527, 0.31545, -0.26635], [2.50860, 1.50478, 0.18946], [1.55313, 2.57462, 0.00062], [1.70336, 3.75133, 0.75095], [0.90069, 4.84715, 0.52226], [-0.04486, 4.79756, -0.50336], [-0.19647, 3.66654, -1.27776], [0.58314, 2.53375, -1.02542], [0.42857, 1.46004, -1.79976], [4.23810, -3.04235, -2.01467], [5.08644, -2.26557, -0.72763], [3.45502, 1.71638, 0.68616], [2.47258, 3.79131, 1.51327], [1.01867, 5.74600, 1.10974], [-0.65963, 5.66552, -0.70395], [-0.91256, 3.62408, -2.08626], [-2.95515, 0.32362, -4.68328], [-2.60894, 0.07136, -3.29980], [-2.75068, 0.95495, -2.28049], [-3.44161, 2.09703, -2.54345], [-2.29707, 0.71985, -1.15753], [-2.80620, -0.59067, -5.25236], [-2.33581, 1.10683, -5.12805], [-4.00956, 0.59000, -4.78068], [-2.04342, -0.72824, -3.07589], [-3.69460, 2.38226, -3.47140], [-3.45906, 2.77964, -1.80719]], "forces_ev_per_a": [[-0.03, 0.04, -0.12], [-0.01, 0.09, 0.11], [-0.07, -0.02, -0.09], [0.03, -0.01, -0.01], [-0.11, -0.13, 0.12], [0.04, 0.07, -0.03], [0.06, 0.11, 0.12], [-0.05, 0.02, -0.01], [-0.16, -0.08, 0.03], [-0.03, 0.01, 0.01], [0.06, -0.05, -0.32], [0.09, 0.14, 0.01], [-0.01, 0.03, 0.05], [0.01, 0.01, -0.02], [0.00, 0.01, -0.03], [0.04, 0.01, -0.03], [0.00, 0.00, 0.00], [0.00, 0.00, 0.00], [0.00, 0.00, 0.00], [0.01, -0.02, 0.00], [0.01, -0.03, -0.01], [0.02, -0.05, -0.04], [0.03, 0.01, 0.00], [0.03, -0.02, -0.07], [-0.03, -0.03, 0.00], [-0.03, 0.01, 0.01], [0.00, -0.01, 0.03], [-0.01, -0.02, -0.02], [0.02, -0.01, -0.01], [0.01, 0.00, -0.01], [0.08, 0.07, 0.12], [0.07, -0.09, -0.06], [-0.10, 0.00, 0.12], [-0.05, -0.04, -0.09], [-0.01, 0.23, 0.08], [0.06, -0.04, -0.15], [0.14, 0.10, 0.01], [-0.12, 0.13, -0.02], [0.11, -0.08, 0.06], [-0.07, -0.02, -0.10], [0.06, 0.09, 0.20], [0.00, -0.06, -0.20], [-0.09, -0.37, 0.46], [-0.03, 0.01, -0.02], [-0.01, -0.02, 0.00], [0.00, 0.03, -0.08], [0.02, 0.00, 0.01], [0.01, 0.01, 0.02], [0.00, 0.01, 0.00], [0.00, -0.01, -0.03], [-0.04, -0.02, -0.05], [-0.02, 0.04, -0.03], [0.05, 0.00, -0.07], [0.08, -0.04, 0.04], [-0.08, 0.03, 0.08], [0.03, 0.02, 0.01], [-0.03, 0.00, 0.00], [0.02, 0.01, 0.01], [0.01, -0.04, 0.02], [0.00, -0.02, 0.00], [-0.03, 0.01, -0.01]]}



(2)
{"formula": "C23H22FN2SeTa", "method": "ωB97M-V/def2-TZVPD", "spin_multiplicity": 1, "homo_ev": [-14.154, -14.154], "e_above_lowest_kj_mol": 0.0, "charge": 2, "e_tot_ha": -3556.76066, "gap_ev": [4.28, 4.28], "elements": ["C", "H", "H", "H", "C", "C", "H", "C", "C", "H", "H", "H", "C", "C", "C", "H", "C", "H", "C", "H", "C", "C", "C", "C", "H", "C", "H", "C", "H", "C", "C", "H", "C", "H", "C", "H", "C", "C", "H", "C", "H", "N", "N", "Ta", "H", "H", "H", "H", "F", "Se"], "xyz": [[-1.58664, -3.33321, -0.83322], [-1.47635, -3.33702, -1.92096], [-2.64227, -3.56686, -0.63361], [-0.93771, -4.12256, -0.43125], [-1.21224, -1.95931, -0.34026], [-0.72991, -1.03162, -1.28474], [-0.50770, -1.50494, -2.25223], [-0.80756, 0.36322, -1.31302], [-1.17391, 0.98186, -2.61504], [-1.72421, 1.91230, -2.48121], [-1.82108, 0.29266, -3.17091], [-0.30612, 1.16163, -3.25140], [-0.01790, 2.53554, -0.60156], [0.88177, 2.85207, -1.62520], [1.37294, 4.14287, -1.72392], [2.08560, 4.39925, -2.51259], [0.90861, 5.15359, -0.85433], [1.29048, 6.17044, -0.94601], [-0.07546, 4.84578, 0.08687], [-0.52152, 5.61596, 0.71572], [-0.53514, 3.53989, 0.21437], [-1.77650, -2.85902, 1.81656], [-0.89855, -3.81203, 2.33064], [-1.28796, -4.53976, 3.45548], [-0.60667, -5.25545, 3.91963], [-2.57478, -4.36692, 3.99916], [-2.88042, -4.95458, 4.86778], [-3.47851, -3.50096, 3.37726], [-4.49444, -3.38490, 3.76155], [-3.09267, -2.77961, 2.25933], [4.80520, 1.11499, -1.61685], [5.71835, 1.28897, -2.18091], [3.99674, 0.02318, -1.95708], [4.26667, -0.66139, -2.76475], [2.76229, -0.22442, -1.27493], [2.10515, -1.05035, -1.51265], [2.55388, 0.66035, -0.28099], [3.25460, 1.68414, 0.15104], [2.74384, 2.23832, 0.95419], [4.46117, 1.96563, -0.55062], [5.06890, 2.82841, -0.29004], [-0.41227, 1.18341, -0.28004], [-1.37433, -1.70556, 0.96611], [-1.25261, 0.48715, 1.49453], [-1.37593, 3.28224, 0.87519], [1.22655, 2.05770, -2.30353], [0.07567, -3.94137, 1.84736], [-3.74242, -2.07164, 1.74588], [-1.02005, -0.34990, 3.08846], [-3.23454, 1.53178, 1.87670]], "forces_ev_per_a": [[0.43, -0.03, -1.01], [0.00, -0.17, 0.15], [0.38, 0.11, 0.30], [-0.34, 0.23, 0.08], [0.34, -0.78, 1.53], [-0.62, -0.17, -0.98], [-0.96, 0.53, 0.14], [1.49, -0.40, -0.18], [-0.32, -0.39, -0.91], [0.19, 0.11, 0.09], [0.16, 0.17, 0.22], [-0.10, 0.12, 0.03], [-0.45, 0.52, 0.38], [0.27, -0.61, 0.14], [-0.27, 0.67, 0.05], [-0.23, -0.14, 0.30], [-0.08, -0.46, -0.14], [-0.14, -0.30, 0.02], [0.11, 0.30, -0.04], [0.25, -0.11, -0.18], [-0.06, -0.21, -0.08], [-0.77, 1.36, 0.48], [0.40, 0.60, -0.18], [-0.57, -0.17, -0.03], [-0.18, 0.22, -0.27], [0.32, -0.03, -0.39], [0.15, 0.32, -0.25], [-0.36, -0.44, 0.11], [0.34, -0.13, -0.10], [0.44, 0.35, 0.24], [-0.52, -0.03, 0.62], [-0.16, 0.02, 0.12], [-0.34, 0.60, 0.47], [-0.17, 0.13, 0.31], [-0.92, -0.60, 0.22], [0.09, -0.14, -0.19], [2.58, -0.94, -2.66], [-1.19, 1.45, 1.88], [0.94, 0.58, -0.20], [-0.30, -0.98, -0.61], [-0.25, -0.15, 0.17], [0.38, -0.13, -0.41], [0.12, 0.69, -1.47], [-1.72, -2.38, 0.17], [0.49, 0.33, -0.13], [0.00, 0.60, 0.39], [-0.17, 0.08, 0.52], [-0.08, -0.12, 0.38], [1.20, 0.30, 1.48], [0.20, -0.40, -0.57]]}



(3)
{"formula": "C24H17F5N5O2RhSe", "method": "ωB97M-V/def2-TZVPD", "spin_multiplicity": 1, "homo_ev": -7.407, "charge": 0, "e_tot_ha": -4360.36452, "gap_ev": 5.05, "elements": ["Rh", "N", "C", "C", "O", "O", "H", "H", "H", "H", "C", "C", "C", "C", "C", "C", "C", "C", "C", "C", "C", "C", "C", "C", "C", "N", "H", "H", "H", "H", "H", "H", "H", "H", "H", "H", "Se", "N", "C", "C", "C", "C", "N", "C", "N", "H", "H", "H", "F", "C", "F", "C", "F", "F", "F"], "xyz": [[0.66024, -0.38624, 0.03714], [1.79384, -0.80734, 2.38234], [3.19054, -0.76844, 2.30324], [3.67514, -0.37594, 0.75954], [4.85254, -0.20084, 0.63564], [2.72504, -0.33474, -0.02876], [1.36574, 0.08406, 2.67704], [1.38104, -1.66064, 2.73364], [3.66304, -1.73514, 2.47614], [3.64644, 0.02436, 2.90004], [1.51964, -0.33164, -4.16166], [0.23044, -0.43314, -4.68176], [-0.86676, -0.51284, -3.85666], [-0.71096, -0.48704, -2.45346], [0.61654, -0.42264, -1.96206], [1.70804, -0.32984, -2.78156], [-1.74876, -0.48634, -1.48056], [-3.11756, -0.58554, -1.73546], [-4.03376, -0.59944, -0.71796], [-3.58016, -0.51514, 0.63324], [-4.44176, -0.53634, 1.72384], [-3.96406, -0.43524, 3.03164], [-2.60756, -0.30464, 3.25754], [-1.72366, -0.28614, 2.19144], [-2.17736, -0.40194, 0.86474], [-1.29016, -0.38594, -0.15256], [2.37234, -0.26474, -4.81636], [0.09594, -0.44714, -5.75266], [-1.85776, -0.58804, -4.27316], [2.70674, -0.26504, -2.37406], [-3.45516, -0.65554, -2.75626], [-5.09026, -0.67754, -0.92166], [-5.50156, -0.62984, 1.54404], [-4.65786, -0.45734, 3.85654], [-2.23576, -0.20824, 4.26514], [-0.66326, -0.15234, 2.35864], [1.21664, 2.96396, 3.67334], [1.24214, 4.28326, 2.48814], [0.98704, 3.81246, 1.27824], [0.87294, 4.55246, 0.10444], [0.58694, 3.85926, -1.06456], [0.44444, 2.48916, -1.05956], [0.57774, 1.73366, 0.05604], [0.80214, 2.37276, 1.21114], [0.86524, 1.74406, 2.37954], [0.98404, 5.62296, 0.12794], [0.48724, 4.38656, -2.00036], [0.21704, 1.96776, -1.97716], [0.09654, -2.85764, 1.29354], [0.49224, -2.43694, 0.03064], [-0.50036, -2.91934, -0.78576], [1.73194, -3.29434, -0.29906], [2.64064, -3.22324, 0.68834], [1.43604, -4.59014, -0.44796], [2.34004, -2.90604, -1.42166]], "forces_ev_per_a": [[2.06, -1.67, -0.29], [-2.46, 0.32, 0.06], [1.99, 0.68, -2.35], [-0.67, -1.23, 4.93], [1.58, 0.47, -1.09], [-1.53, 0.60, -2.92], [0.36, -1.32, 0.16], [0.00, 0.30, 0.14], [-0.05, 0.17, 0.29], [0.07, -0.25, 0.32], [-0.42, -0.05, 0.46], [0.32, 0.02, -0.35], [-0.46, 0.04, 0.96], [1.91, 0.07, -1.59], [-1.65, 0.13, 1.72], [0.55, 0.02, -0.82], [0.44, 0.13, 3.42], [-0.77, 0.04, 0.10], [0.83, 0.03, 0.44], [0.49, 0.00, -0.93], [-0.11, 0.08, 1.53], [-1.23, -0.19, -1.29], [1.15, 0.11, -0.68], [-0.08, 0.05, 0.59], [-0.72, 0.07, 0.28], [-1.59, -0.33, -3.12], [0.11, 0.01, -0.16], [-0.07, -0.02, -0.11], [-0.16, 0.00, -0.23], [-0.04, -0.03, 0.17], [0.00, -0.02, -0.14], [-0.13, -0.03, -0.02], [-0.15, -0.02, 0.00], [-0.09, 0.00, 0.08], [0.11, -0.01, 0.11], [-0.11, -0.13, 0.04], [-0.28, -0.27, -2.25], [-0.04, 0.63, 0.34], [0.14, -1.09, 1.35], [-0.31, -0.08, -1.73], [0.37, 2.18, 1.06], [0.13, -2.20, 1.90], [-0.12, 0.65, -2.23], [0.29, 0.86, 1.49], [-0.02, 1.01, 0.41], [0.07, 0.16, -0.05], [-0.04, 0.07, -0.04], [0.10, -0.19, 0.02], [-0.01, -0.03, 0.03], [0.32, 0.20, 0.13], [0.01, 0.03, -0.25], [0.58, 0.03, 0.11], [-0.14, 0.10, 0.10], [-0.29, -0.20, 0.03], [-0.22, 0.11, -0.14]]}



(4)
{"formula": "C3H10N2O", "method": "ωB97M-V/def2-TZVPD", "spin_multiplicity": 1, "homo_ev": -8.961, "e_above_lowest_kj_mol": 190.0, "charge": 0, "e_tot_ha": -305.00228, "gap_ev": 9.95, "elements": ["C", "O", "H", "H", "H", "H", "C", "C", "N", "N", "H", "H", "H", "H", "H", "H"], "xyz": [[0.92118, 1.00476, -1.62892], [-0.04922, 0.09455, -1.20728], [-1.60461, 0.76688, -0.48034], [1.05978, 1.84779, -0.92759], [0.68894, 1.46334, -2.60186], [1.90753, 0.53216, -1.75827], [0.71479, 0.01524, 1.31560], [-0.46172, -0.38867, 0.46607], [-0.80602, -1.72137, 0.56089], [-1.55940, 0.44265, 0.52143], [-1.44051, -2.01161, -0.17239], [-0.00306, -2.33609, 0.58301], [-2.40137, -0.08151, 0.73646], [1.62857, -0.47077, 0.96578], [0.54749, -0.25195, 2.36569], [0.85761, 1.09462, 1.26173]], "forces_ev_per_a": [[0.83, 0.15, 0.71], [-0.52, -1.21, 0.68], [-0.40, 0.05, 1.45], [-0.06, -0.13, -0.08], [-0.41, -0.33, 0.18], [-0.02, 0.02, 0.08], [0.40, 0.00, -0.17], [1.55, 0.59, -1.02], [0.73, -0.46, -0.56], [-1.80, 1.39, -1.20], [-0.08, 0.05, 0.04], [-0.03, -0.06, 0.03], [0.04, 0.09, 0.05], [-0.03, -0.02, 0.08], [-0.12, 0.00, -0.23], [-0.08, -0.12, -0.04]]}